(1)
9
Properties=species:S:1:pos:R:3 method="wB97M-V/def2-TZVPD" relative_energy_kcal_mol=36.0 lumo_ev=-8.47 charge=+1 homo_energy_ev=-15.86
C -0.07 -0.47 2.32
C -0.20 -1.52 -2.91
C 0.11 0.54 1.67
C 0.20 1.63 0.90
N -0.61 -0.72 -2.19
H 0.11 -1.37 2.93
H 0.10 -2.12 -3.73
H 1.05 1.96 0.37
H -0.69 2.06 0.66

---

(2)
21
Properties=species:S:1:pos:R:3 method="wB97M-V/def2-TZVPD" relative_energy_kcal_mol=163.5 lumo_ev=-11.63 charge=+2 homo_energy_ev=-17.98
C -0.90 -0.61 1.01
C 0.50 -0.96 1.17
C 0.62 -0.99 -0.29
C 1.21 -1.97 -1.05
N 0.36 0.08 -1.13
N 0.68 2.70 1.04
H -1.03 0.42 0.84
H -1.73 -1.10 1.38
H 1.21 -0.16 1.55
H 0.76 -1.92 1.70
H 1.72 -1.79 -2.04
H 1.33 -3.00 -0.63
H 0.90 0.92 -0.69
H -0.73 0.05 -1.14
H 0.65 -0.30 -1.98
H 1.08 3.20 1.95
H 1.21 1.84 1.09
H 1.08 3.13 0.22
H -3.35 0.31 -0.21
H -2.90 0.05 -1.84
O -2.67 0.11 -0.93

---

(3)
60
Properties=species:S:1:pos:R:3 method="wB97M-V/def2-TZVPD" relative_energy_kcal_mol=0.0 lumo_ev="-7.15 / -6.93" s_squared=2.00 charge=+2 homo_energy_ev="-14.87 / -14.86" spin_multiplicity=3
C -0.28 -2.26 -4.00
C -0.28 -1.06 -3.20
H -0.04 -2.09 -5.07
H -1.25 -2.77 -3.84
H 0.50 -2.90 -3.55
O -0.45 0.11 -3.13
Cl 0.39 -1.73 -1.14
Pr 0.85 -0.29 1.61
P -2.10 -0.53 0.60
C -3.28 0.85 0.75
C -2.82 -1.41 -0.82
H -3.83 -1.77 -0.57
H -3.73 -1.83 1.81
H -2.17 -2.26 -1.07
H -2.08 -2.51 2.00
H -3.09 1.57 -0.06
H -2.87 -0.74 -1.68
C -2.67 -1.58 1.99
H -4.30 0.45 0.66
H -2.56 -1.04 2.94
H -3.14 1.33 1.72
P 2.50 0.64 -0.88
C 2.96 2.34 -1.31
C 3.88 0.15 0.24
H 2.76 -1.25 -2.36
H 4.10 -0.07 -2.53
H 2.50 0.27 -3.26
C 3.02 -0.19 -2.41
H 3.78 -0.91 0.56
H 4.80 0.25 -0.36
H 4.02 2.36 -1.59
H 2.79 3.00 -0.45
H 3.92 0.80 1.13
H 2.33 2.66 -2.15
C -0.07 1.58 0.16
O -0.47 2.58 -0.25
C 0.83 0.12 7.75
C 0.35 0.06 6.31
C -0.44 1.32 5.84
C -1.58 1.71 6.80
C -2.60 0.62 7.07
C 0.55 2.50 5.72
O 0.62 3.43 6.50
N 1.39 2.47 4.59
C 1.25 1.58 3.57
O 2.13 1.39 2.66
N 0.09 0.88 3.50
C -0.92 1.07 4.43
O -2.11 0.95 4.06
H 1.12 1.14 8.04
H 1.70 -0.54 7.88
H 0.04 -0.24 8.44
H 1.22 -0.11 5.64
H -0.28 -0.82 6.16
H -1.12 2.05 7.73
H -2.10 2.57 6.36
H -2.16 -0.27 7.53
H -3.35 1.01 7.75
H -3.09 0.33 6.13
H 2.17 3.14 4.57

---

(4)
56
Properties=species:S:1:pos:R:3 method="wB97M-V/def2-TZVPD" relative_energy_kcal_mol=34.4 lumo_ev="-0.12 / -0.87" s_squared=0.75 homo_energy_ev="-8.19 / -8.20" spin_multiplicity=2
Fe -0.25 -0.15 -0.36
C 1.80 -2.89 3.37
N 1.05 -1.67 3.11
C 1.28 -0.56 4.02
C 0.38 -1.47 1.97
O -0.18 -0.41 1.71
C 0.31 -2.62 0.97
O -0.23 -2.12 -0.25
C -1.42 -2.69 -0.78
C -2.49 -1.62 -0.85
O -2.26 -0.51 -0.36
N -3.65 -1.91 -1.45
C -4.00 -3.24 -1.93
C -4.70 -0.90 -1.55
H 1.87 -3.02 4.45
H 2.81 -2.84 2.96
H 1.29 -3.77 2.97
H 1.09 -0.89 5.04
H 0.61 0.25 3.77
H 2.31 -0.21 3.94
H -0.29 -3.44 1.36
H 1.32 -2.98 0.76
H -1.76 -3.53 -0.16
H -1.19 -3.06 -1.78
H -3.13 -3.87 -2.04
H -4.48 -3.14 -2.91
H -4.71 -3.72 -1.25
H -4.36 0.01 -1.06
H -5.60 -1.26 -1.06
H -4.91 -0.70 -2.60
O 3.59 0.09 -1.27
C 2.48 0.45 -0.97
O 1.67 -0.19 -0.18
C 1.94 1.80 -1.46
C 1.10 2.52 -0.37
C 0.92 3.99 -0.75
C -0.15 3.89 -1.86
C -0.33 2.38 -1.98
O -0.22 1.97 -0.59
C 0.89 1.71 -2.62
C 0.51 0.30 -3.09
O 0.85 -0.09 -4.19
O -0.24 -0.36 -2.26
H 2.80 2.40 -1.75
H 1.14 1.38 1.37
H 1.86 4.42 -1.09
H 0.57 4.56 0.11
H 0.16 4.34 -2.80
H -1.08 4.35 -1.54
H -1.29 2.05 -2.37
H 1.23 2.26 -3.50
N 1.44 2.28 1.01
C 2.39 2.93 1.63
N 2.86 2.71 2.77
C 3.81 3.23 3.52
N 4.63 3.59 4.25

---

(5)
61
Properties=species:S:1:pos:R:3 method="wB97M-V/def2-TZVPD" lumo_ev="0.08 / 0.08" s_squared=8.75 homo_energy_ev="-7.11 / -7.12" spin_multiplicity=6
Mn 8.93 7.87 11.28
C 10.71 8.95 7.80
C 9.87 8.35 8.69
C 9.82 6.85 8.79
O 9.26 6.40 9.86
C 10.27 6.03 7.80
C 11.11 6.60 6.75
C 11.41 8.16 6.76
O 12.20 8.62 5.99
O 11.73 5.96 5.96
O 9.34 8.93 9.70
H 10.90 10.03 7.92
H 10.16 4.98 7.82
C 7.25 4.51 13.86
C 8.10 5.74 13.61
C 9.53 5.62 14.36
O 8.42 5.94 12.20
H 7.75 3.55 13.52
H 6.30 4.56 13.33
H 7.19 4.38 14.97
H 7.62 6.69 13.91
H 10.25 6.16 13.81
H 9.87 4.61 14.51
H 9.39 6.12 15.36
H 8.91 5.21 11.91
C 4.92 7.33 10.41
C 6.18 7.96 9.78
C 5.89 8.85 8.57
O 6.88 8.58 10.87
H 4.34 8.16 10.82
H 5.26 6.73 11.27
H 4.28 6.79 9.71
H 6.84 7.14 9.53
H 6.78 9.05 8.02
H 5.48 9.83 8.91
H 5.23 8.37 7.90
H 7.28 9.35 10.45
C 12.03 6.55 11.38
C 12.23 7.89 12.03
C 13.44 8.65 11.56
O 11.01 8.74 11.84
H 12.67 5.85 11.90
H 12.36 6.61 10.34
H 11.03 6.12 11.46
H 12.27 7.79 13.14
H 13.71 9.58 12.11
H 13.39 8.98 10.52
H 14.27 7.97 11.63
H 11.08 9.09 10.92
C 7.76 9.25 15.51
C 7.88 9.64 14.02
C 7.94 11.07 13.64
O 8.88 8.90 13.34
H 7.94 8.15 15.52
H 6.82 9.53 15.91
H 8.59 9.75 16.04
H 6.93 9.29 13.54
H 7.69 11.15 12.57
H 8.94 11.49 13.73
H 7.24 11.61 14.34
H 9.68 9.33 13.52

---

(6)
38
Properties=species:S:1:pos:R:3 method="wB97M-V/def2-TZVPD" lumo_ev="-6.15 / -7.27" s_squared=3.88 charge=+2 homo_energy_ev="-15.53 / -15.96" spin_multiplicity=4
Re 0.16 0.10 0.30
Cl -1.62 -1.97 1.98
C -3.20 -1.25 1.61
Cl -3.00 0.22 0.62
H -3.67 -0.97 2.55
H -3.78 -1.97 1.05
O 0.65 -1.84 -0.68
C 1.67 -2.66 -0.08
C 1.99 -2.10 1.28
C 2.83 -2.82 2.11
C 3.15 -2.32 3.36
C 2.61 -1.10 3.75
C 1.77 -0.43 2.88
N 1.46 -0.91 1.65
H 0.43 -2.12 -1.58
H 2.56 -2.64 -0.71
H 1.31 -3.68 0.00
H 3.23 -3.77 1.77
H 3.81 -2.87 4.01
H 2.82 -0.67 4.71
H 1.33 0.51 3.15
C 0.36 2.58 -3.09
P -1.04 1.72 -2.43
C -1.99 1.04 -3.76
C -2.06 2.88 -1.55
O -0.58 0.54 -1.53
H 0.03 3.41 -3.72
H 0.97 1.90 -3.68
H 0.96 2.99 -2.27
H -2.33 1.84 -4.42
H -2.85 0.51 -3.36
H -1.37 0.35 -4.34
H -2.24 3.75 -2.17
H -1.56 3.20 -0.64
H -3.02 2.42 -1.29
C 0.08 1.72 1.27
H -0.80 2.06 1.82
H 0.95 2.37 1.41

---

(7)
9
Properties=species:S:1:pos:R:3 method="wB97M-V/def2-TZVPD" relative_energy_kcal_mol=97.9 lumo_ev="-0.71 / -0.40" homo_energy_ev="-7.85 / -8.31"
C -1.59 0.70 -0.51
C 1.99 -0.47 0.45
S 0.56 -0.31 -0.67
Cl -2.31 0.28 0.99
Cl 3.25 0.71 0.47
Cl 0.01 -2.13 -0.24
H -2.21 0.06 -1.23
H -1.29 1.76 -0.68
H 1.59 -0.59 1.41

---

(8)
10
Properties=species:S:1:pos:R:3 method="wB97M-V/def2-TZVPD" relative_energy_kcal_mol=34.2 lumo_ev=0.66 homo_energy_ev=-9.49 smiles="C=CO.S"
S 1.26 -1.10 -3.21
H -0.17 -1.18 -3.38
H 1.29 0.15 -3.79
C -0.40 1.14 1.54
C -0.02 -0.03 1.92
O -0.10 -1.10 0.99
H -0.57 2.17 2.12
H -0.57 1.37 0.50
H 0.18 -0.46 2.98
H -0.89 -0.95 0.33

---

(9)
14
Properties=species:S:1:pos:R:3 method="wB97M-V/def2-TZVPD" relative_energy_kcal_mol=51.5 lumo_ev=0.83 homo_energy_ev=-8.68 smiles="CC(=C=O)[C@@H]1CN1"
C 1.93 0.29 -0.26
C 0.44 0.24 -0.50
N -0.87 -0.56 1.53
C -0.37 -0.84 0.17
C -1.81 -0.58 0.44
C -0.18 1.14 -1.24
O -0.75 1.94 -1.87
H 2.45 -0.41 -0.93
H 2.14 0.00 0.78
H 2.34 1.30 -0.43
H -0.58 0.38 1.79
H 0.00 -1.85 0.00
H -2.52 -1.40 0.51
H -2.20 0.34 0.02

---

(10)
89
Properties=species:S:1:pos:R:3 method="wB97M-V/def2-TZVPD" relative_energy_kcal_mol=22.7 lumo_ev="-6.47 / -8.46" s_squared=3.78 charge=+2 homo_energy_ev="-12.91 / -12.55" spin_multiplicity=4
Re 4.99 0.09 0.38
C 5.98 -1.80 -0.25
C 4.66 -1.88 -0.67
C 3.57 -2.68 0.03
C 2.76 -1.85 1.06
C 3.59 -0.84 1.83
C 4.87 -1.04 2.32
C 5.65 -2.35 2.23
C 6.57 -2.43 0.99
C 4.72 1.97 1.23
H 6.72 -1.48 -0.99
H 4.44 -1.58 -1.69
H 4.01 -3.55 0.52
H 2.88 -3.07 -0.72
H 1.99 -1.29 0.52
H 2.23 -2.52 1.75
H 3.03 0.00 2.23
H 5.24 -0.32 3.05
H 4.95 -3.19 2.24
H 6.27 -2.45 3.13
H 7.50 -1.90 1.21
H 6.85 -3.47 0.80
H 5.56 2.63 1.00
H 4.60 1.91 2.32
H 3.81 2.42 0.80
P -4.35 0.48 -2.52
P -4.87 1.58 1.04
C -5.01 -0.39 -1.07
C -5.08 -0.03 0.23
C -5.35 -0.13 -3.93
C -5.96 -1.39 -3.96
C -6.72 -1.78 -5.06
C -6.86 -0.93 -6.15
C -6.24 0.33 -6.14
C -5.50 0.72 -5.03
C -2.77 -0.45 -2.71
C -1.79 -0.27 -1.73
C -0.55 -0.91 -1.83
C -0.28 -1.72 -2.93
C -1.24 -1.89 -3.93
C -2.48 -1.26 -3.82
C -6.53 1.71 1.82
C -7.64 1.89 0.98
C -8.92 2.03 1.52
C -9.11 2.02 2.90
C -8.01 1.86 3.74
C -6.73 1.70 3.21
C -3.77 1.26 2.46
C -2.97 2.32 2.91
C -2.11 2.15 3.99
C -2.02 0.91 4.62
C -2.81 -0.15 4.18
C -3.69 0.02 3.11
H -5.28 -1.42 -1.31
H -5.42 -0.79 0.93
H -5.84 -2.06 -3.11
H -7.20 -2.76 -5.06
H -7.45 -1.23 -7.01
H -6.36 1.00 -6.99
H -5.04 1.71 -5.01
H -1.98 0.38 -0.88
H 0.19 -0.77 -1.06
H 0.69 -2.22 -3.02
H -1.03 -2.51 -4.79
H -3.23 -1.40 -4.59
H -7.50 1.93 -0.09
H -9.77 2.16 0.85
H -10.11 2.14 3.31
H -8.15 1.85 4.82
H -5.88 1.57 3.88
H -3.02 3.28 2.40
H -1.49 2.98 4.33
H -1.34 0.77 5.46
H -2.74 -1.12 4.66
H -4.30 -0.80 2.77
C 8.29 2.33 0.90
C 7.80 1.08 0.12
O 6.89 0.34 0.97
C 7.22 1.52 -1.27
F 8.17 2.24 -1.97
F 6.85 0.46 -2.06
F 6.12 2.34 -1.15
C 9.08 0.21 -0.09
F 10.07 0.92 -0.75
F 9.59 -0.19 1.14
F 8.85 -0.93 -0.83
H 7.52 3.09 1.10
H 9.08 2.87 0.34
H 8.71 2.04 1.88

---

(11)
6
Properties=species:S:1:pos:R:3 method="wB97M-V/def2-TZVPD" relative_energy_kcal_mol=23.9 lumo_ev="-1.16 / -4.00" s_squared=2.01 homo_energy_ev="-9.58 / -11.54" spin_multiplicity=3
O -0.30 1.28 -2.25
O 1.57 -0.10 -1.53
O -0.25 -0.84 1.93
S 0.20 0.28 -1.36
Cl -1.40 -1.45 0.78
Cl 0.16 0.83 2.42

---

(12)
14
Properties=species:S:1:pos:R:3 method="wB97M-V/def2-TZVPD" relative_energy_kcal_mol=100.2 lumo_ev="-0.08 / -0.26" homo_energy_ev="-8.66 / -7.54"
C 1.77 -0.49 -0.09
C -1.67 -0.99 0.24
C -1.47 0.50 -0.03
N 2.57 0.50 -0.20
N -0.18 0.82 0.58
O 1.67 -1.66 -0.05
F 0.37 2.04 -0.16
H -2.18 -1.54 -0.60
H -0.69 -1.47 0.29
H -2.29 -1.22 1.13
H -1.46 0.80 -1.06
H -2.34 1.13 0.20
H 2.30 1.35 0.20
H 3.59 0.23 -0.46

---

(13)
22
Properties=species:S:1:pos:R:3 method="wB97M-V/def2-TZVPD" relative_energy_kcal_mol=54.0 lumo_ev="0.67 / -3.04" s_squared=2.05 homo_energy_ev="-5.30 / -9.21" spin_multiplicity=3
C -3.12 0.35 0.21
C 2.81 1.02 0.04
C 2.70 -0.19 0.65
C 1.66 1.67 -0.31
C 1.52 -0.95 0.70
C 0.44 1.00 -0.24
C 0.35 -0.33 0.25
C -0.94 1.55 -0.33
C -1.02 -0.84 0.25
C -1.29 -2.00 -0.76
N -4.23 0.45 0.51
N -1.84 0.34 -0.08
H 3.86 1.38 0.14
H 3.61 -0.45 1.22
H 1.56 2.69 -0.81
H 1.43 -1.87 1.18
H -0.91 2.40 0.42
H -1.23 1.88 -1.26
H -1.20 -1.22 1.26
H -1.34 -1.52 -1.83
H -2.33 -2.58 -0.36
H -0.51 -2.78 -0.84

---

(14)
72
Properties=species:S:1:pos:R:3 method="wB97M-V/def2-TZVPD" lumo_ev=-3.30 charge=+1 homo_energy_ev=-10.01
Bi -0.39 0.22 0.16
C 2.06 0.07 4.00
Si 0.64 1.06 3.32
C 1.30 2.44 2.24
C -0.39 1.87 4.64
N -0.34 0.04 2.25
C -1.02 -1.11 2.69
C -1.15 -1.46 4.04
C -1.80 -2.61 4.43
C -2.34 -3.45 3.47
C -2.23 -3.13 2.13
C -1.58 -1.96 1.72
N -1.45 -1.58 0.36
Si -1.86 -2.47 -1.12
C -2.45 -1.12 -2.28
C -0.29 -3.25 -1.76
C -3.20 -3.75 -1.00
H 2.75 0.72 4.55
H 2.62 -0.40 3.18
H 1.74 -0.73 4.68
H 2.20 2.86 2.71
H 0.58 3.26 2.16
H 1.59 2.13 1.23
H 0.21 2.63 5.16
H -0.78 1.18 5.38
H -1.24 2.39 4.18
H -0.73 -0.81 4.80
H -1.88 -2.85 5.48
H -2.85 -4.36 3.76
H -2.66 -3.79 1.39
H -1.64 -0.42 -2.54
H -3.27 -0.56 -1.83
H -2.81 -1.55 -3.22
H 0.52 -2.52 -1.76
H -0.42 -3.61 -2.79
H 0.01 -4.10 -1.15
H -4.09 -3.38 -0.48
H -2.87 -4.67 -0.51
H -3.50 -4.01 -2.02
C 0.46 -0.11 -5.09
P 0.89 0.45 -3.39
C 0.38 2.22 -3.49
C 2.72 0.62 -3.58
C 3.45 1.07 -2.30
P 2.88 0.23 -0.76
C 3.51 -1.47 -1.05
C 4.13 0.85 0.43
H 0.89 0.55 -5.85
H -0.63 -0.12 -5.21
H 0.82 -1.12 -5.24
H 0.83 2.71 -4.35
H 0.68 2.75 -2.58
H -0.70 2.27 -3.57
H 2.93 1.33 -4.38
H 3.10 -0.35 -3.91
H 3.32 2.14 -2.15
H 4.52 0.88 -2.38
H 4.53 -1.43 -1.43
H 2.89 -2.00 -1.77
H 3.50 -2.03 -0.11
H 5.15 0.66 0.07
H 4.00 0.37 1.40
H 4.01 1.92 0.57
C -1.32 3.70 -0.07
Te -2.65 2.30 0.88
C -4.29 3.05 -0.27
H -1.47 4.68 0.38
H -1.58 3.72 -1.13
H -0.28 3.40 0.06
H -4.13 2.83 -1.32
H -4.33 4.12 -0.11
H -5.21 2.58 0.08

---

(15)
15
Properties=species:S:1:pos:R:3 method="wB97M-V/def2-TZVPD" relative_energy_kcal_mol=242.5 lumo_ev=-0.43 homo_energy_ev=-10.03 smiles="C=CCO/[N+]([O-])=N/[N+](=O)[O-]"
C 1.45 1.05 -0.31
C 1.60 -0.47 -0.19
C 0.92 -1.16 0.73
N -1.06 0.07 0.23
N -2.31 -0.58 0.39
N -0.97 1.04 -0.63
O -2.60 -1.44 -0.40
O -2.92 -0.39 1.41
O 0.30 1.56 -0.87
O -1.85 1.57 -1.24
H 2.21 1.25 -1.15
H 1.87 1.49 0.67
H 2.02 -1.01 -1.14
H 0.40 -0.77 1.68
H 0.94 -2.20 0.83